1.
2 unconnected molecules or ions with the total composition C10H16P2, computed with the ωB97M-V functional and the def2-TZVPD basis.

```
28
Properties=species:S:1:pos:R:3:lowdin_charge:R:1
C -1.24 -1.50 -0.29 -0.026
C -0.77 0.48 -1.47 -0.060
C -1.05 -0.88 -1.51 -0.280
C -1.04 -0.86 0.94 -0.288
C -0.64 1.12 -0.30 -0.324
C -0.70 0.49 0.98 -0.036
C -1.26 -1.67 -2.80 -0.041
C -1.24 -1.61 2.21 -0.062
C -0.42 2.58 -0.26 -0.076
C 3.51 0.93 0.87 -0.760
P 2.86 0.95 -0.80 0.683
P 2.63 1.11 2.31 0.696
H -1.58 -2.55 -0.36 0.126
H -0.85 1.04 -2.34 0.105
H -0.18 -2.05 -2.97 0.119
H -2.14 -2.26 -2.74 0.060
H -1.37 -0.95 -3.65 0.081
H -1.89 -2.48 2.03 0.085
H -0.32 -1.94 2.60 0.054
H -1.62 -0.94 3.03 0.098
H 0.23 2.90 -1.05 0.063
H -1.35 3.07 -0.50 0.083
H -0.06 3.00 0.66 0.070
H -0.54 1.05 1.92 0.114
H 3.98 0.24 -1.24 -0.120
H 2.08 -0.17 -0.90 -0.135
H 3.37 0.75 3.41 -0.123
H 1.59 0.15 2.23 -0.107
```

Results
Multiplicity: 1
Total charge: 0
SMILES: Cc1cc(C)cc(C)c1.PC#[PH2]
Gap between HOMO and LUMO: 7.72 eV
Energy above the lowest of the compared OMol25 structures with the same formula, charge and spin: 297.6 kJ/mol
E_HOMO: -8.27 eV

2.
13 unconnected molecules or ions with the total composition C62H159N13O13, computed with the ωB97M-V functional and the def2-TZVPD basis.

```
247
Properties=species:S:1:pos:R:3:lowdin_charge:R:1
C -1.39 4.73 -5.42 -0.029
C -0.68 3.50 -6.16 -0.333
C -0.06 3.80 -7.49 -0.226
O 0.77 2.80 -8.00 -0.172
C 1.28 2.99 -9.28 -0.117
N 0.36 3.13 -5.18 0.027
H -2.24 4.99 -6.05 0.069
H -0.69 5.58 -5.43 0.060
H -1.75 4.63 -4.40 0.064
H -1.45 2.73 -6.19 0.136
H 0.47 4.76 -7.45 0.117
H -0.95 4.03 -8.08 0.128
H 0.46 3.16 -9.98 0.090
H 1.80 2.05 -9.45 0.085
H 1.97 3.82 -9.42 0.087
H 1.05 3.86 -5.07 0.046
H 0.87 2.36 -5.60 0.069
C 4.21 -1.39 1.72 -0.052
C 4.01 -1.89 0.27 -0.358
C 5.39 -2.20 -0.41 -0.269
O 5.35 -2.68 -1.66 -0.216
C 6.60 -2.94 -2.28 -0.066
N 3.40 -3.23 0.33 0.045
H 3.35 -1.44 2.39 0.055
H 4.59 -0.37 1.73 0.075
H 4.93 -1.97 2.30 0.078
H 3.39 -1.26 -0.37 0.123
H 6.02 -2.83 0.22 0.130
H 5.86 -1.23 -0.53 0.123
H 7.26 -2.07 -2.31 0.093
H 6.36 -3.08 -3.34 0.084
H 6.99 -3.88 -1.90 0.095
H 4.05 -3.78 0.88 0.074
H 3.62 -3.61 -0.58 0.033
C -4.52 3.17 3.18 -0.050
C -3.04 3.49 3.25 -0.386
C -2.46 2.98 4.56 -0.198
O -2.95 3.90 5.54 -0.186
C -2.38 3.65 6.91 -0.055
N -2.45 2.87 2.03 0.047
H -5.17 3.63 3.92 0.083
H -4.82 2.13 3.09 0.073
H -4.89 3.60 2.25 0.061
H -2.92 4.57 3.18 0.125
H -1.37 2.98 4.52 0.105
H -2.75 1.96 4.82 0.120
H -2.40 2.60 7.20 0.076
H -2.81 4.15 7.78 0.077
H -1.33 3.94 6.89 0.070
H -1.50 3.21 1.91 0.019
H -2.87 3.41 1.29 0.014
C 0.12 -3.56 -3.52 -0.059
C 1.55 -3.59 -3.07 -0.429
C 1.90 -4.97 -2.55 -0.237
O 1.66 -5.99 -3.45 -0.154
C 2.13 -7.26 -3.08 -0.089
N 2.34 -3.25 -4.22 0.057
H -0.57 -3.87 -2.74 0.072
H -0.11 -4.25 -4.34 0.087
H -0.22 -2.59 -3.91 0.073
H 1.61 -2.77 -2.36 0.120
H 1.38 -5.11 -1.60 0.115
H 2.93 -4.86 -2.19 0.108
H 1.38 -7.94 -2.67 0.085
H 2.94 -7.18 -2.34 0.085
H 2.57 -7.72 -3.96 0.088
H 3.30 -3.18 -3.91 0.062
H 2.41 -4.09 -4.78 0.089
C -2.49 5.91 -0.10 -0.038
C -3.92 5.37 -0.14 -0.428
C -4.86 5.91 -1.28 -0.158
O -5.16 7.30 -1.14 -0.207
C -5.55 7.81 0.15 -0.094
N -3.73 3.97 -0.36 0.036
H -2.03 5.86 -1.09 0.074
H -1.93 5.35 0.65 0.057
H -2.55 6.98 0.09 0.080
H -4.35 5.55 0.85 0.122
H -5.80 5.36 -1.21 0.118
H -4.40 5.78 -2.26 0.124
H -4.68 7.99 0.78 0.077
H -6.36 7.23 0.59 0.092
H -5.87 8.82 -0.10 0.086
H -4.63 3.57 -0.60 0.090
H -3.26 3.89 -1.25 0.069
C -3.20 -0.73 -5.36 -0.059
C -4.16 -0.50 -4.16 -0.406
C -4.09 -1.63 -3.04 -0.179
O -4.24 -2.95 -3.54 -0.195
C -4.10 -3.96 -2.56 -0.109
N -3.96 0.83 -3.65 0.037
H -2.17 -0.52 -5.07 0.054
H -3.31 0.09 -6.07 0.058
H -3.30 -1.68 -5.87 0.069
H -5.20 -0.52 -4.48 0.127
H -4.96 -1.42 -2.43 0.116
H -3.13 -1.52 -2.53 0.107
H -4.17 -4.98 -2.93 0.087
H -4.81 -3.88 -1.73 0.080
H -3.08 -3.82 -2.20 0.067
H -2.99 0.97 -3.41 0.031
H -4.21 1.52 -4.35 0.067
C 0.89 5.77 -1.25 -0.051
C 1.02 5.09 -2.65 -0.420
C 1.66 6.06 -3.67 -0.229
O 1.92 5.57 -4.91 -0.229
C 2.22 6.60 -5.85 -0.084
N 1.81 3.93 -2.43 0.066
H 0.30 5.17 -0.55 0.047
H 0.63 6.82 -1.35 0.079
H 1.86 5.83 -0.76 0.077
H 0.02 4.78 -2.95 0.098
H 2.66 6.31 -3.30 0.133
H 1.09 6.97 -3.79 0.125
H 3.10 7.16 -5.52 0.092
H 1.42 7.30 -6.08 0.092
H 2.44 6.07 -6.77 0.085
H 1.49 3.29 -1.72 0.042
H 1.74 3.40 -3.29 0.048
C 3.45 0.06 -3.23 -0.041
C 3.09 0.24 -4.75 -0.360
C 4.10 -0.57 -5.60 -0.183
O 3.67 -0.54 -6.95 -0.206
C 4.05 0.56 -7.73 -0.103
N 1.72 -0.25 -4.82 0.038
H 3.32 -0.97 -2.90 0.048
H 2.85 0.68 -2.57 0.061
H 4.49 0.29 -3.04 0.076
H 3.10 1.29 -5.05 0.130
H 4.11 -1.63 -5.34 0.109
H 5.12 -0.21 -5.56 0.117
H 4.26 0.23 -8.75 0.095
H 4.98 0.86 -7.27 0.081
H 3.35 1.39 -7.61 0.076
H 1.71 -1.19 -4.47 0.037
H 1.60 -0.47 -5.80 0.088
C -1.08 2.13 -1.41 -0.051
C -0.04 1.17 -1.91 -0.465
C 0.00 -0.24 -1.40 -0.135
O -0.03 -0.14 0.05 -0.205
C 0.07 -1.30 0.75 -0.138
N -0.18 1.16 -3.35 0.065
H -2.06 1.82 -1.75 0.065
H -0.97 3.18 -1.65 0.067
H -1.06 2.05 -0.32 0.062
H 0.93 1.55 -1.59 0.095
H 0.93 -0.69 -1.76 0.103
H -0.85 -0.79 -1.80 0.122
H 0.91 -1.95 0.51 0.075
H -0.81 -1.91 0.54 0.079
H 0.08 -1.07 1.82 0.071
H 0.01 2.04 -3.79 0.006
H 0.59 0.66 -3.77 -0.002
C 2.45 1.78 2.87 -0.060
C 1.13 2.53 2.81 -0.406
C 1.04 3.43 1.60 -0.186
O -0.10 4.25 1.74 -0.269
C 0.08 5.42 2.59 -0.034
N 0.22 1.41 2.74 0.069
H 2.59 1.28 1.91 0.077
H 2.42 0.92 3.53 0.065
H 3.24 2.47 3.18 0.085
H 1.02 3.07 3.76 0.114
H 0.95 2.83 0.70 0.117
H 1.94 4.03 1.44 0.130
H 0.56 6.25 2.06 0.087
H 0.77 5.10 3.37 0.083
H -0.90 5.75 2.94 0.089
H -0.76 1.67 2.66 0.054
H 0.50 0.73 2.05 0.050
C -4.31 -1.74 1.02 -0.087
C -4.04 -0.47 1.62 -0.455
C -3.05 -0.52 2.79 -0.141
O -3.52 -1.50 3.74 -0.195
C -2.55 -2.17 4.48 -0.124
N -3.50 0.37 0.56 0.072
H -4.74 -2.29 1.86 0.083
H -3.38 -2.19 0.67 0.076
H -4.98 -1.85 0.17 0.076
H -4.97 0.00 1.95 0.141
H -2.92 0.47 3.25 0.092
H -2.03 -0.79 2.51 0.099
H -1.91 -2.65 3.74 0.070
H -2.81 -3.06 5.07 0.089
H -2.08 -1.43 5.13 0.080
H -2.54 0.23 0.29 0.047
H -3.48 1.27 1.02 0.018
C 1.15 -2.10 4.95 -0.033
C 1.49 -1.29 6.24 -0.424
C 2.97 -1.78 6.70 -0.121
C 3.58 -0.91 7.78 -0.204
C 3.53 0.61 7.42 -0.119
C 2.07 1.12 7.03 -0.434
N 1.54 0.18 5.96 -0.075
O 0.27 0.62 5.46 -0.051
C 1.30 1.22 8.37 -0.040
C 2.27 2.51 6.41 -0.043
C 0.47 -1.58 7.37 -0.032
H 1.06 -3.18 5.04 0.082
H 1.77 -1.91 4.08 0.061
H 0.13 -1.83 4.66 0.044
H 2.97 -2.81 7.07 0.109
H 3.64 -1.95 5.86 0.103
H 4.62 -1.17 7.99 0.104
H 3.16 -1.03 8.78 0.092
H 4.24 0.78 6.61 0.108
H 3.94 1.03 8.34 0.112
H 0.24 0.97 8.27 0.069
H 1.71 0.54 9.11 0.065
H 1.17 2.18 8.86 0.079
H 2.96 2.46 5.57 0.063
H 1.35 2.92 6.01 0.059
H 2.60 3.33 7.06 0.086
H -0.44 -1.01 7.20 0.071
H 0.84 -1.49 8.39 0.072
H 0.15 -2.62 7.24 0.077
H 0.42 0.86 4.55 0.019
C 0.47 -9.15 1.43 -0.051
C 0.05 -7.88 2.18 -0.511
C 1.02 -6.83 1.63 -0.115
C 0.55 -5.32 1.84 -0.151
C -0.79 -5.28 1.15 -0.165
C -1.87 -6.25 1.63 -0.466
N -1.31 -7.61 1.82 -0.149
O -2.20 -8.57 2.19 0.008
C -2.58 -5.75 2.94 -0.012
C -2.95 -6.23 0.52 -0.032
C 0.20 -8.15 3.72 -0.011
H 1.51 -9.45 1.52 0.088
H 0.46 -8.98 0.35 0.071
H -0.27 -9.95 1.50 0.077
H 1.96 -6.90 2.18 0.115
H 1.18 -6.81 0.55 0.101
H 1.29 -4.63 1.45 0.083
H 0.44 -5.19 2.92 0.097
H -0.60 -5.26 0.08 0.109
H -1.24 -4.31 1.38 0.101
H -1.86 -5.60 3.75 0.071
H -3.07 -4.79 2.77 0.068
H -3.39 -6.46 3.12 0.080
H -3.75 -6.89 0.86 0.075
H -3.43 -5.26 0.46 0.078
H -2.54 -6.66 -0.39 0.088
H -0.31 -9.07 4.00 0.076
H -0.25 -7.30 4.24 0.071
H 1.21 -8.34 4.06 0.077
H -2.26 -9.08 1.38 0.106
```

Results
Multiplicity: 1
Total charge: 0
Gap between HOMO and LUMO: 8.22 eV
Energy above the lowest of the compared OMol25 structures with the same formula, charge and spin: 338.9 kJ/mol
E_HOMO: -7.82 eV

3.
A molecular structure, C18H31AlBrEuFO4P, computed with the ωB97M-V functional and the def2-TZVPD basis.

```
58
Properties=species:S:1:pos:R:3:lowdin_spin:R:1
C 1.31 -1.41 4.28 0.000
C 1.92 -1.94 3.36 0.000
C 2.66 -2.55 2.10 0.000
C 2.17 -1.65 0.85 0.000
C 0.64 -1.87 0.51 0.000
C 0.08 -0.99 -0.71 0.002
C 0.71 -1.62 -2.03 0.017
C -0.29 -2.48 -2.91 0.002
C -0.26 -4.06 -2.58 0.001
Br -1.92 -4.69 -1.68 0.000
O -1.35 -1.27 -0.57 -0.002
Al -2.04 0.04 0.57 0.004
C -3.28 1.44 -0.33 -0.009
C -3.35 2.82 0.45 -0.002
F -4.04 2.73 1.69 0.000
C -2.70 -0.81 2.29 0.002
C -3.02 0.24 3.42 0.000
O -4.11 0.15 3.97 0.000
O -2.15 1.25 3.84 0.000
O -0.38 0.92 0.76 0.050
C 0.14 0.63 -0.55 0.063
P 1.58 1.60 -1.23 0.604
C 1.18 3.36 -1.70 0.088
C -0.35 3.78 -1.73 0.009
C 3.06 1.70 -0.08 0.073
C 4.32 0.86 -0.63 0.019
H 0.60 -0.75 4.85 0.000
H 3.78 -2.37 2.17 0.000
H 2.42 -3.64 1.94 0.000
H 2.83 -1.90 -0.03 0.000
H 2.27 -0.58 1.21 0.000
H 0.03 -1.67 1.46 0.000
H 0.44 -2.96 0.26 0.000
H 1.15 -0.82 -2.70 0.016
H 1.57 -2.32 -1.75 0.000
H -1.35 -2.10 -2.93 0.000
H 0.08 -2.42 -3.99 0.000
H 0.67 -4.34 -1.99 0.000
H -0.20 -4.62 -3.56 0.000
H -4.37 1.03 -0.36 -0.003
H -2.96 1.70 -1.40 0.000
H -3.93 3.58 -0.18 0.000
H -2.33 3.29 0.62 0.000
H -3.67 -1.35 2.04 0.000
H -1.88 -1.52 2.63 0.000
H -1.41 1.27 3.20 0.000
H -0.72 0.91 -1.26 0.001
H 1.64 3.62 -2.70 0.010
H 1.72 4.04 -0.95 0.016
H -0.64 4.16 -2.76 0.000
H -1.08 3.02 -1.35 0.001
H -0.46 4.69 -1.05 0.003
H 3.42 2.79 -0.11 0.003
H 2.83 1.49 1.01 0.011
H 5.19 1.18 0.04 0.000
H 4.18 -0.25 -0.51 0.000
H 4.63 1.17 -1.68 0.001
Eu -4.88 -0.58 -1.41 5.018
```

Results
Multiplicity: 7
Total charge: +2
Gap between HOMO and LUMO (alpha / beta): 5.12 / 5.27 eV
E_HOMO (alpha / beta): -13.91 / -13.91 eV

no.,electronic energy (eV)
1,-29202.5387
2,-112848.9605
3,-135309.7162